1.
74
Properties=species:S:1:pos:R:3:forces:R:3 method="wB97M-V/def2-TZVPD" multiplicity=2 homo_lumo_gap_ev="7.6 / 7.2" charge=+1 relative_energy_kj_mol=48.3 lumo_energy_ev="-2.84 / -3.17"
Fe -0.29095 -0.12794 -0.07208 0.1010 0.0357 0.1578
C 4.70275 -1.64650 0.18090 0.0016 -0.0557 0.0095
N 3.84782 -2.50470 -0.64267 -0.0379 0.0521 -0.0134
C 4.06354 -2.16684 -2.05482 0.0277 -0.0022 0.0218
N 3.85876 -0.75329 -2.35578 -0.0170 0.0265 -0.0295
C 4.71855 0.04710 -1.48924 0.0124 -0.0019 -0.0161
N 4.51663 -0.21881 -0.06308 -0.0107 0.0608 0.0258
C 3.21140 0.25404 0.39313 0.0825 -0.0142 -0.0226
P 1.87040 -0.62224 -0.51529 -0.1882 -0.1444 -0.0427
C 2.44175 -2.35398 -0.27609 0.0439 -0.0736 -0.0282
C 2.45599 -0.36270 -2.23859 0.0147 0.0084 -0.0170
H 5.74149 -1.89343 -0.04269 -0.0099 -0.0025 -0.0019
H 4.51715 -1.86087 1.23540 0.0025 0.0053 -0.0054
H 3.39899 -2.77017 -2.67452 -0.0074 0.0052 -0.0031
H 5.09447 -2.42008 -2.30496 0.0001 -0.0098 0.0058
H 4.54592 1.10592 -1.68669 -0.0034 0.0039 0.0019
H 5.75675 -0.18362 -1.73095 0.0039 -0.0089 0.0061
H 3.13495 1.32854 0.21245 -0.0096 -0.0309 -0.0054
H 3.09994 0.08148 1.46586 0.0142 -0.0073 -0.0090
H 1.82642 -3.00900 -0.90052 0.0403 0.0032 0.0161
H 2.30306 -2.64470 0.76923 0.0084 -0.0035 0.0118
H 2.33590 0.68813 -2.50892 -0.0474 0.0070 0.0049
H 1.83090 -0.94665 -2.91550 0.0271 -0.0045 -0.0021
C -1.01588 2.97787 4.97504 -0.0033 -0.0022 -0.0004
C 0.18710 2.04858 4.89782 0.0144 0.0148 0.0281
N -0.00928 0.93053 3.96825 -0.0564 -0.0421 0.0474
C -0.81350 -0.19734 4.45029 -0.0134 0.0123 0.0131
C -2.24457 -0.19862 3.91814 0.0133 0.0045 -0.0162
C 0.39437 0.97917 2.69440 0.1329 -0.0352 -0.0756
C 1.11059 2.20892 2.22108 -0.0604 0.0082 0.0233
N 0.22257 -0.02692 1.86869 -0.1227 0.0579 -0.0737
H -0.78205 3.83744 5.60256 -0.0032 -0.0034 0.0094
H -1.88041 2.47537 5.40804 -0.0016 -0.0002 -0.0083
H -1.29498 3.34268 3.98510 0.0020 0.0079 0.0054
H 0.39700 1.61732 5.87704 0.0105 0.0045 0.0004
H 1.07824 2.59935 4.60962 -0.0257 -0.0087 0.0024
H -0.81700 -0.13740 5.53722 -0.0033 0.0002 0.0013
H -0.30075 -1.13335 4.20895 0.0019 0.0094 0.0047
H -2.81159 0.63430 4.33050 0.0014 0.0035 -0.0042
H -2.74611 -1.12339 4.20387 -0.0016 0.0001 0.0138
H -2.27550 -0.11461 2.83131 0.0139 -0.0097 -0.0042
H 2.03554 2.34283 2.78425 -0.0038 -0.0187 -0.0326
H 0.50216 3.10293 2.36274 -0.0119 -0.0091 0.0143
H 1.34021 2.11558 1.16914 -0.0225 0.0197 -0.0340
H -0.22158 -0.82099 2.31019 -0.0579 0.0478 0.0049
S -1.72826 0.02416 -4.36072 0.0570 -0.0154 0.0212
C -1.09244 -0.28794 -2.93484 -0.0423 -0.0160 -0.0486
N -0.62447 -0.54251 -1.87889 -0.1063 0.0971 0.1510
C -1.92568 -5.36966 0.58320 -0.0023 -0.0251 -0.0001
N -1.95377 -3.91498 0.50716 0.0076 0.0362 -0.0037
C -3.06827 -3.12558 0.36614 0.0126 0.0073 0.0160
C -2.62690 -1.84177 0.30438 -0.0804 -0.0363 0.0165
N -1.25582 -1.84123 0.40821 0.2283 0.2079 -0.1615
C -0.88601 -3.10206 0.51947 0.0100 -0.0511 0.0840
H -2.94594 -5.73216 0.66561 -0.0012 0.0071 0.0041
H -1.36813 -5.68963 1.46051 0.0057 0.0027 -0.0034
H -1.47420 -5.78726 -0.31421 -0.0027 0.0016 -0.0013
H -4.05848 -3.54197 0.31464 0.0006 -0.0040 0.0070
H -3.18244 -0.92909 0.17821 0.0104 -0.0049 -0.0100
H 0.12451 -3.46224 0.61516 -0.0183 -0.0002 -0.0197
Br -5.14888 5.36065 0.95080 0.0024 0.0001 -0.0015
C -3.49622 4.94712 0.13449 -0.0003 0.0050 0.0030
C -2.81642 5.92724 -0.57468 -0.0095 0.0014 0.0043
C -1.59973 5.62472 -1.17027 0.0048 -0.0046 0.0034
C -1.06129 4.35414 -1.05290 -0.0039 -0.0009 0.0044
C -1.75757 3.38238 -0.34228 0.0027 0.0237 0.0020
C -2.98196 3.66990 0.25290 0.0053 -0.0058 -0.0105
C -1.19736 2.02715 -0.20271 0.0211 -0.0377 0.0369
O -0.00888 1.75919 -0.57508 0.0524 0.0025 0.0606
O -1.86139 1.07695 0.32039 -0.0044 -0.0979 -0.1390
H -3.23897 6.91863 -0.66183 -0.0012 -0.0006 -0.0006
H -1.07605 6.38771 -1.72976 0.0009 0.0000 0.0010
H -0.11715 4.10257 -1.51558 0.0005 -0.0003 -0.0006
H -3.51509 2.90080 0.79360 -0.0011 -0.0018 0.0007

***

2.
4
Properties=species:S:1:pos:R:3:forces:R:3 method="wB97M-V/def2-TZVPD" homo_lumo_gap_ev="8.6 / 8.6" charge=0 relative_energy_kj_mol=0.0 lumo_energy_ev="-0.68 / -0.68"
C -0.45433 -0.60585 -0.11623 -8.3158 4.5707 3.1713
C -1.83306 -0.16565 0.15036 9.9371 -3.5080 -2.1624
Br -3.59364 -0.36169 -0.03229 -0.3207 0.0783 0.0340
H 0.42701 -0.05916 0.39644 -1.3006 -1.1410 -1.0429

***

3.
30
Properties=species:S:1:pos:R:3:forces:R:3 method="wB97M-V/def2-TZVPD" homo_lumo_gap_ev=6.9 charge=0 relative_energy_kj_mol=0.0 lumo_energy_ev=-2.24
O 1.60033 -2.91521 2.04826 -0.7755 2.6105 -0.9194
N 1.11534 -1.78257 1.82238 -1.1048 -1.4964 2.4023
O 0.29096 -1.22378 2.58234 1.6604 -1.0111 -1.4583
C 1.47770 -1.05994 0.62175 -0.3881 1.3285 -0.8561
C 2.36877 -1.63352 -0.31857 0.2111 0.5540 -1.0266
C 2.74445 -0.91196 -1.45093 -0.7801 -0.2284 1.3353
N 3.53999 -1.53824 -2.50137 1.4798 -1.6687 -1.2497
O 3.86306 -0.89362 -3.50788 -0.8447 -0.9286 2.1215
O 3.84755 -2.74109 -2.30339 -0.6536 2.4068 -0.3236
C 2.28558 0.43512 -1.57702 -0.0758 0.7073 -0.8838
N 2.50084 1.40562 -2.48202 -0.4163 -0.4465 0.8713
N 1.77862 2.46757 -2.07346 -0.4968 -1.3296 1.7620
N 1.12092 2.21573 -0.95756 0.4263 0.1132 -0.9847
N 1.41358 0.92618 -0.62280 -0.1548 -0.4252 -0.1179
C 0.91258 0.20012 0.44527 1.9925 0.0991 0.2663
H 2.72026 -2.63690 -0.12698 0.0860 -0.0247 -0.2304
H 0.36888 0.71903 1.23378 -0.2745 -0.2241 -0.6599
C -2.59580 -0.70270 0.69884 -0.1553 0.1423 0.0709
N -2.14944 0.67827 0.70241 0.2374 -0.0362 -0.0077
C -2.54873 1.38969 -0.49283 -0.2655 0.0627 0.0271
C -2.56272 1.37580 1.90649 -0.1347 -0.0251 0.0065
H -2.17298 -1.19882 1.57669 -0.1150 -0.1263 -0.1632
H -3.70141 -0.78688 0.73350 0.2202 -0.0092 0.0109
H -2.25099 -1.19408 -0.21687 0.0025 -0.0245 0.1714
H -2.12045 2.39709 -0.45511 -0.0651 -0.1679 -0.2244
H -2.18309 0.85017 -1.37386 -0.0308 0.2263 0.0764
H -3.65328 1.47969 -0.57481 0.2554 -0.0066 -0.0294
H -2.19464 2.40921 1.87287 -0.0151 -0.2460 0.1127
H -3.66830 1.41681 2.01421 0.2741 -0.0412 -0.0245
H -2.14759 0.85321 2.77669 -0.0990 0.2155 -0.0752

***

4.
68
Properties=species:S:1:pos:R:3:forces:R:3 method="wB97M-V/def2-TZVPD" homo_lumo_gap_ev=10.1 charge=0 lumo_energy_ev=0.05
C 1.45608 2.13635 -0.13268 0.1483 0.4141 -0.0693
C 2.70703 1.47759 0.43260 -0.3046 -0.2839 -0.1508
F 3.72708 2.43697 0.33683 0.0862 -0.0016 -0.0226
C 3.16206 0.12975 -0.20871 0.3771 0.0814 0.6181
C 1.98747 -0.62281 -0.87584 -0.3288 -0.0162 -0.2189
C 1.08618 -1.49375 0.00402 -0.0595 -0.0117 0.0231
C 0.35719 -0.80189 1.14369 -0.3738 -0.5856 0.0997
N -0.52330 -1.77583 1.82970 0.5623 0.3433 0.2120
C 3.82697 -0.82734 0.79796 -0.1545 0.3146 0.4708
C 4.49385 -1.81723 -0.11715 -0.0660 -0.6563 0.0061
O 4.75347 -2.97145 0.08266 -0.0212 0.4227 -0.0124
O 4.70142 -1.22079 -1.30945 0.1980 0.2680 -0.2760
C 4.37682 0.21006 -1.20422 -0.3152 -0.3907 -0.4097
C 5.66430 0.88477 -0.69488 0.0681 -0.0813 0.1946
C 3.90087 0.66806 -2.59472 0.0262 0.1026 0.0165
P 5.13332 1.33287 -3.73945 0.7069 -0.2341 0.0549
O 6.39211 0.58921 -3.80595 -0.4409 0.2619 -0.0532
O 5.27467 2.89039 -3.33834 -0.2496 -0.1068 0.0725
O 4.39199 1.41680 -5.14937 -0.1520 -0.0969 0.0034
H 1.58549 3.21541 -0.03523 -0.0159 -0.0276 0.1298
H 1.29707 1.93478 -1.19042 -0.0490 0.0390 0.0509
H 0.56455 1.87259 0.43110 -0.0039 -0.1321 -0.1362
H 2.55043 1.30102 1.49930 0.1307 0.1117 0.0190
H 2.39156 -1.28388 -1.64145 0.0275 -0.0376 0.0505
H 1.34429 0.07571 -1.41388 0.1101 -0.0679 0.0009
H 0.31445 -1.90723 -0.64740 0.1088 -0.0707 0.0343
H 1.63582 -2.35870 0.38296 0.0644 0.0123 0.0657
H -0.30424 -0.03901 0.72974 0.1099 0.1842 0.0940
H 1.05876 -0.34490 1.84813 0.0519 0.2567 -0.0832
H 0.06162 -2.48012 2.27084 -0.0376 -0.0994 -0.0942
H -0.97071 -1.29011 2.60152 -0.2562 -0.0624 -0.0944
H 4.58672 -0.32409 1.40080 0.0503 0.0664 -0.1187
H 3.16105 -1.30629 1.51018 -0.0635 -0.1300 -0.1396
H 5.57229 1.28647 0.30398 -0.0519 -0.0039 0.1136
H 6.01724 1.68888 -1.32793 -0.0327 0.1117 -0.0646
H 6.45668 0.13825 -0.68680 -0.0078 0.0174 -0.1408
H 3.11591 1.42350 -2.47267 0.0396 0.0075 0.0003
H 3.43291 -0.16373 -3.12144 0.0519 -0.0590 0.0525
H 4.77992 3.10432 -2.53833 0.1379 0.1436 0.0243
H 3.66480 2.05019 -5.15620 0.0692 0.0566 -0.1185
C -5.99545 0.48611 4.41100 0.2002 0.1655 0.0246
C -5.94823 0.66970 2.91122 -0.3205 -0.2333 0.0311
O -4.97130 1.66883 2.53434 0.1684 0.0119 0.0804
C -3.72320 1.26362 2.39714 -0.1499 0.0633 -0.1450
O -3.28675 0.15407 2.48265 0.0144 -0.1234 0.1402
C -2.83111 2.46647 2.02383 -0.0846 -0.0821 0.0271
F -3.08008 3.52294 2.79674 0.0559 0.0531 -0.0038
F -3.04838 2.80992 0.74921 0.0218 0.0645 -0.0626
F -1.54526 2.13938 2.15275 0.0947 0.0314 -0.0016
H -6.19098 1.43646 4.90799 -0.0538 -0.0155 -0.0006
H -6.78867 -0.21378 4.66983 -0.0187 -0.0136 -0.0169
H -5.05226 0.09148 4.78826 -0.0038 -0.0512 -0.0236
H -6.89182 1.05585 2.53319 0.0428 0.0744 -0.0275
H -5.73067 -0.26290 2.39880 0.1424 0.0387 -0.0183
C -1.99716 -1.76404 -2.11594 -0.2263 -0.0002 -0.1044
C -2.54330 -2.07861 -0.74059 0.4401 0.0557 -0.0161
O -3.86913 -1.53916 -0.56515 -0.2142 0.0542 -0.1055
C -4.86846 -2.25617 -1.04584 0.1243 0.0283 0.2248
O -4.81574 -3.29109 -1.63752 -0.0198 -0.0728 -0.1624
C -6.19039 -1.59584 -0.61010 0.2768 0.0116 -0.1872
F -6.17864 -0.27894 -0.84084 -0.1186 0.0756 -0.0138
F -6.32056 -1.77910 0.71248 -0.2922 -0.0585 0.1436
F -7.23066 -2.13039 -1.22942 -0.0575 0.0018 0.0674
H -2.01688 -0.68876 -2.29793 0.0501 0.0248 0.0236
H -0.96701 -2.11296 -2.19186 -0.0648 -0.0123 -0.0509
H -2.58175 -2.25336 -2.89391 0.0200 -0.0350 -0.0146
H -1.95713 -1.60499 0.04181 -0.0997 -0.1015 0.0165
H -2.56522 -3.14950 -0.54564 -0.0686 -0.0154 -0.0289

***

5.
61
Properties=species:S:1:pos:R:3:forces:R:3 method="wB97M-V/def2-TZVPD" multiplicity=2 homo_lumo_gap_ev="7.2 / 6.0" charge=-1 lumo_energy_ev="2.65 / 1.39"
Hg -0.62010 -0.43812 0.38400 0.6062 -0.4021 0.0054
N 1.21822 -1.74498 0.82634 -0.4661 0.4295 -0.1358
P 1.78641 -2.66269 -0.30423 0.0964 -0.2879 -0.0157
N 2.31619 -1.95351 -1.70515 -0.1150 0.2161 -0.0158
C 2.98425 -2.69054 -2.76775 0.0912 0.0683 0.0837
C 4.35881 -2.10052 -3.07052 -0.0219 0.0334 -0.0094
C 4.24423 -0.60614 -3.36930 0.0212 -0.0176 0.0858
C 3.53021 0.11529 -2.22823 -0.0032 -0.0673 -0.0491
C 2.17086 -0.52191 -1.96983 0.1844 -0.0663 0.0204
N 0.81061 -3.95611 -0.85656 -0.3208 0.2408 0.1144
C -0.00361 -4.58274 0.21414 0.0137 0.0360 -0.1249
C -1.46069 -4.14280 0.18328 0.0267 -0.0952 -0.1035
C -2.13081 -4.56335 -1.13233 0.0454 0.0035 0.0024
C -1.09153 -4.66025 -2.25713 0.0016 0.0176 0.0831
C 0.02201 -3.64137 -2.06941 0.0442 -0.1601 0.0601
N 3.18094 -3.45990 0.23543 0.0146 0.1432 0.2405
C 4.21212 -2.53439 0.77660 -0.0043 -0.1600 -0.1289
C 4.90885 -3.10702 2.00615 -0.1060 -0.0484 0.0176
C 3.88943 -3.59005 3.03655 0.0279 -0.0038 -0.0774
C 2.91535 -4.62051 2.42136 0.0304 0.0340 -0.0315
C 3.12886 -4.75170 0.91206 0.0054 0.1479 0.0238
H 2.38041 -2.63261 -3.68500 -0.0318 -0.0284 0.0019
H 3.06515 -3.73711 -2.47328 -0.0133 -0.0162 -0.0229
H 4.80113 -2.63295 -3.91764 0.0043 -0.0063 0.0043
H 5.01158 -2.25558 -2.20640 -0.0042 -0.0113 -0.0081
H 3.66901 -0.46416 -4.29129 0.0264 0.0114 -0.0103
H 5.23452 -0.17561 -3.53428 -0.0053 0.0130 -0.0458
H 3.39824 1.17193 -2.46133 -0.0317 0.0512 -0.0137
H 4.13044 0.04445 -1.31384 -0.0065 0.0105 -0.0056
H 1.53226 -0.37124 -2.84782 -0.0394 -0.0280 -0.0158
H 1.68972 -0.05111 -1.11896 -0.0388 0.0163 -0.0045
H 0.42057 -4.30459 1.17557 0.0226 -0.0057 0.0237
H 0.05114 -5.67497 0.12583 0.0503 -0.0153 -0.0100
H -1.48475 -3.05910 0.30069 -0.0262 0.0067 0.0097
H -1.98757 -4.56961 1.03970 0.0032 0.0336 0.0164
H -2.90217 -3.83793 -1.40164 -0.0147 -0.0104 0.0039
H -2.62897 -5.52861 -1.01235 -0.0329 0.0108 -0.0097
H -1.56001 -4.49995 -3.22956 0.0053 -0.0326 -0.0178
H -0.64444 -5.65837 -2.27338 -0.0044 0.0018 -0.0292
H -0.41562 -2.63239 -2.02551 -0.0076 0.0272 0.0235
H 0.67812 -3.66768 -2.93602 0.0158 0.0541 -0.0026
H 3.74032 -1.58876 1.04902 -0.0584 0.0077 0.0166
H 4.95530 -2.31848 0.00346 -0.0060 -0.0060 -0.0372
H 5.54163 -2.32697 2.43404 0.0328 -0.0156 -0.0007
H 5.56962 -3.92960 1.71805 0.0271 0.0152 0.0112
H 3.33039 -2.72411 3.39706 -0.0196 -0.0145 -0.0078
H 4.40959 -4.02171 3.89409 -0.0215 0.0362 0.0380
H 1.88935 -4.29872 2.60352 0.0032 -0.0125 0.0404
H 3.03845 -5.60316 2.88599 -0.0011 -0.0035 -0.0025
H 2.34388 -5.35010 0.45693 0.0312 -0.0407 -0.0414
H 4.07083 -5.27530 0.72155 -0.0028 -0.0482 -0.0392
N -1.41743 0.34775 -3.18731 0.0362 -0.0036 -0.0379
C -0.46792 1.29122 -2.82582 -0.1399 0.0474 -0.0950
O -0.29575 1.55128 -1.62853 0.0910 -0.0537 0.1123
C 0.23685 1.92335 -3.90429 0.0294 0.0567 -0.1453
C -0.05840 1.58734 -5.24550 0.1173 -0.0381 0.1660
N -0.32366 1.25379 -6.32319 -0.0379 0.0075 0.0169
C 1.25439 2.87254 -3.64797 -0.0898 -0.1023 0.0442
N 2.10463 3.63405 -3.46060 -0.0152 -0.0167 0.0051
H -1.38565 -0.04202 -4.11515 -0.0049 0.0028 0.0010
H -1.71961 -0.25816 -2.44316 -0.0142 0.0378 0.0227